No. 1
C18H21N2O2 | ωB97M-V/def2-TZVPD

Properties
- net charge = +1
- SMILES = C[n+]1cn(C[C@@H](O)COCc2ccccc2)c2ccccc21
- LUMO energy (eV) = -3.46
- ΔE to the lowest compared entry with this formula, charge and spin (kcal per mole) = 50.6
- E (eV) = -26073.5197

Structure (XYZ):
```
43
C18H21N2O2 (ωB97M-V/def2-TZVPD)
C 0.42 0.74 3.60
N 0.16 -0.25 2.55
C -0.68 -0.05 1.51
N -0.60 -1.21 0.69
C -1.50 -1.49 -0.45
C -1.40 -0.31 -1.50
O -1.97 0.75 -0.82
C 0.01 0.07 -2.05
O 0.32 1.35 -1.45
C 1.63 1.89 -1.71
C 1.79 3.24 -0.93
C 1.80 3.29 0.43
C 1.88 4.51 1.15
C 1.90 5.68 0.45
C 1.79 5.69 -0.96
C 1.71 4.43 -1.59
C 0.18 -2.18 1.38
C 0.34 -3.50 1.13
C 1.00 -4.31 2.04
C 1.34 -3.79 3.31
C 1.22 -2.41 3.60
C 0.57 -1.58 2.60
H -0.34 0.67 4.41
H 0.57 1.85 3.43
H 1.39 0.64 4.17
H -1.33 0.75 1.36
H -1.34 -2.45 -0.96
H -2.52 -1.62 -0.06
H -2.04 -0.41 -2.33
H -1.85 1.53 -1.44
H -0.11 0.17 -3.18
H 0.74 -0.65 -1.97
H 2.28 1.11 -1.37
H 1.75 2.00 -2.83
H 1.69 2.33 0.97
H 1.92 4.57 2.22
H 1.96 6.50 1.14
H 1.75 6.65 -1.47
H 1.78 4.48 -2.70
H 0.00 -4.11 0.23
H 1.01 -5.38 1.74
H 1.82 -4.48 3.97
H 1.68 -1.94 4.43
```

Atom charges from the natural (NBO) analysis, given in e for atoms 1 to 6: number 1, C, carries -0.469; number 2, N, carries -0.306; number 3, C, carries 0.339; number 4, N, carries -0.307; number 5, C, carries -0.239; number 6, C, carries 0.078

---

No. 2
C2H2N2O | ωB97M-V/def2-TZVPD

Properties
- LUMO energy (eV) = -0.08
- ΔE to the lowest compared entry with this formula, charge and spin (kcal per mole) = 130.0
- E (eV) = -7128.2075

Structure (XYZ):
```
7
C2H2N2O (ωB97M-V/def2-TZVPD)
C 0.08 -2.01 1.02
C 0.79 0.92 0.04
N -0.50 -2.89 0.59
N 0.07 1.04 -1.10
O 1.03 -0.02 -0.82
H 0.64 -1.04 1.31
H -0.85 0.68 -1.16
```

Atom charges from the natural (NBO) analysis, given in e for atoms 1 to 6: number 1, C, carries 0.055; number 2, C, carries 0.391; number 3, N, carries -0.324; number 4, N, carries -0.404; number 5, O, carries -0.341; number 6, H, carries 0.247

---

No. 3
C6H12N2O2 | ωB97M-V/def2-TZVPD

Properties
- SMILES = [H]/N=C/CC(=C=O)N(C)C.O
- LUMO energy (eV) = 0.76
- ΔE to the lowest compared entry with this formula, charge and spin (kcal per mole) = 73.5
- E (eV) = -13489.2404

Structure (XYZ):
```
22
C6H12N2O2 (ωB97M-V/def2-TZVPD)
H 0.27 -2.49 -1.72
N -0.26 -2.17 -0.91
C -1.44 -1.72 -1.23
C -2.31 -1.15 -0.19
C -3.67 -1.79 -0.16
C -4.77 -1.04 -0.20
O -5.75 -0.41 -0.33
N -3.78 -3.20 -0.06
C -3.60 -3.72 1.29
C -4.90 -3.81 -0.76
H -1.88 -1.96 -2.20
H -1.68 -1.31 0.86
H -2.38 -0.06 -0.31
H -3.47 -4.81 1.25
H -4.47 -3.49 1.94
H -2.70 -3.28 1.74
H -4.78 -4.90 -0.77
H -4.93 -3.45 -1.80
H -5.88 -3.59 -0.28
O -0.03 -1.80 1.72
H 0.10 -2.05 0.62
H 0.17 -2.62 2.18
```

Atom charges from the natural (NBO) analysis, given in e for atoms 1 to 6: number 1, H, carries 0.364; number 2, N, carries -0.659; number 3, C, carries 0.210; number 4, C, carries -0.541; number 5, C, carries -0.167; number 6, C, carries 0.685

---

Number 2 is which compound? C2H2N2O

---

The lowest E belongs to which entry? C18H21N2O2

---

What is the formula in the first record? C18H21N2O2